Record 1
Density functional theory data (ωB97M-V with the def2-TZVPD basis set) for a structure of composition C2H6ClN2O.

Summary:
- Strongest force on any atom: 2.96 eV/Å
- Molar mass: 109.54 g mol⁻¹
- 2S+1: 3
- Total energy: -19717.18724 eV
- Net charge: -1
- ⟨S²⟩: 2.252

Last column: natural (NBO) charge in e.
Element x y z (Å)
C -0.8955 -0.0512 0.5944  -0.621
C -0.1080 -0.3345 -0.6900  -0.358
N 2.1458 -1.2679 0.3513  -0.064
N 0.3526 -1.6557 -0.6284  -0.232
O 2.9626 -2.1619 0.5793  -0.363
Cl 3.2508 1.3130 -0.4673  -0.706
H -0.2476 -0.2256 1.4298  0.224
H -1.1819 1.0164 0.4516  0.203
H -1.8444 -0.6810 0.7107  0.194
H -0.7779 -0.2787 -1.7193  0.163
H 0.8422 0.4317 -0.8489  0.240
H 2.5762 -0.1722 -0.1527  0.321

Cartesian forces, eV/Å:
C -1.6 0.7 -1.3
C 0.8 0.7 -2.6
N 0.9 -0.1 -0.1
N 1.1 -0.6 0.1
O -1.5 1.3 -0.7
Cl 0.1 0.2 -0.1
H 0.3 0.2 0.5
H 0.0 -0.6 0.9
H 1.4 0.8 -0.3
H 1.2 0.3 2.4
H -2.5 -1.5 0.5
H -0.2 -1.3 0.7

Record 2
Density functional theory data (ωB97M-V with the def2-TZVPD basis set) for an isolated molecule of C4H5FS.

Summary:
- Strongest force on any atom: 1.21 eV/Å
- Molar mass: 104.15 g mol⁻¹
- Energy above the lowest of the compared OMol25 structures with the same formula, charge and spin: 65.6 kJ/mol
- SMILES: F[C@H]1CCC1=S
- Total energy: -17780.35430 eV

Last column: natural (NBO) charge in e.
Element x y z (Å)
F 1.4992 -0.8082 -1.4760  -0.337
C 0.8966 -0.4677 -0.2895  0.128
C 0.3269 0.9418 -0.1556  -0.427
C -0.8774 0.3267 0.6010  -0.482
C -0.4825 -0.9890 -0.0299  -0.097
S -1.2739 -2.2989 -0.5265  0.103
H 1.5899 -0.6806 0.5448  0.187
H 0.9541 1.6927 0.3667  0.219
H 0.0123 1.3466 -1.1107  0.228
H -1.9094 0.6562 0.3777  0.243
H -0.7359 0.2805 1.6980  0.235

Cartesian forces, eV/Å:
F 0.0 0.0 0.2
C 0.7 0.0 -0.1
C 0.3 1.1 0.5
C -0.6 -0.1 0.5
C -0.6 -0.9 -0.1
S 0.3 0.5 0.2
H -0.2 -0.1 -0.3
H -0.4 -0.5 -0.3
H 0.0 -0.1 -0.2
H 0.6 -0.1 0.1
H -0.1 0.1 -0.5

Record 3
Density functional theory data (ωB97M-V with the def2-TZVPD basis set) for a structure of composition C17H21BrN4O2ReSSi.

Summary:
- Strongest force on any atom: 0.63 eV/Å
- Molar mass: 639.64 g mol⁻¹
- Energy above the lowest of the compared OMol25 structures with the same formula, charge and spin: 61.6 kJ/mol
- 2S+1: 2
- Total energy: -118895.36599 eV
- Net charge: +2
- ⟨S²⟩: 0.757

Last column: natural (NBO) charge in e.
Element x y z (Å)
Re 1.9208 -0.1063 -0.4073  1.393
C -4.1913 -0.4388 2.3075  -1.117
Si -3.2448 -1.5058 1.1057  1.616
C -2.1832 -2.7626 1.9851  -1.133
C -4.3363 -2.2853 -0.1895  -1.116
C -2.1117 -0.2725 0.1414  -0.439
C -2.6883 0.8495 -0.4888  -0.049
C -1.9424 1.7851 -1.1899  -0.242
C -0.5734 1.6212 -1.2812  0.084
N -0.0003 0.5696 -0.6887  -0.486
C -0.7500 -0.3347 -0.0012  0.098
S 0.5107 -1.4929 0.5738  0.182
H -4.8428 -1.0670 2.9188  0.268
H -4.8317 0.2908 1.8085  0.248
H -3.5208 0.0964 2.9824  0.247
H -2.8447 -3.4079 2.5688  0.275
H -1.4832 -2.3107 2.6906  0.246
H -1.6343 -3.4149 1.3036  0.246
H -5.0242 -2.9898 0.2827  0.268
H -3.7550 -2.8380 -0.9296  0.248
H -4.9436 -1.5461 -0.7152  0.249
H -3.7603 0.9966 -0.4186  0.245
H -2.4119 2.6385 -1.6575  0.263
H 0.0722 2.3126 -1.8056  0.235
C 3.6607 -2.0540 -5.0184  -0.401
N 2.6408 -1.0370 -4.6788  -0.378
C 1.8888 -0.4156 -5.7882  -0.401
C 2.3818 -0.7550 -3.4663  0.720
N 2.1643 -0.4908 -2.3441  -0.618
H 4.3666 -1.6116 -5.7178  0.242
H 3.1686 -2.9096 -5.4767  0.239
H 4.1847 -2.3651 -4.1193  0.235
H 2.6038 -0.0047 -6.4975  0.243
H 1.2574 0.3812 -5.4058  0.229
H 1.2774 -1.1729 -6.2753  0.238
Br -1.1717 2.2638 3.9304  0.117
C 0.7079 2.3377 3.9341  -0.165
C 1.3991 2.8137 5.0499  0.084
N 2.7219 2.8831 5.0920  -0.360
C 3.4228 2.4873 4.0424  0.120
C 2.8092 1.9958 2.8870  -0.279
C 1.4206 1.9217 2.8340  -0.084
C 3.6876 1.5847 1.7940  0.829
O 4.8347 1.6353 1.6157  -0.400
O 2.8830 0.8614 0.7174  -0.709
H 0.8592 3.1465 5.9286  0.233
H 4.5023 2.5554 4.1067  0.234
H 0.8989 1.5618 1.9598  0.201

Cartesian forces, eV/Å:
Re -0.2 -0.1 -0.6
C 0.0 -0.1 -0.1
Si -0.1 0.0 0.0
C -0.1 0.0 0.0
C 0.1 0.0 0.1
C 0.0 0.0 0.0
C 0.0 0.0 0.0
C 0.0 0.0 0.0
C 0.1 0.0 0.0
N 0.0 -0.1 0.2
C 0.2 0.1 0.0
S -0.2 -0.1 0.2
H 0.0 0.0 0.0
H 0.0 0.0 0.0
H 0.0 0.0 0.0
H 0.0 0.0 0.0
H 0.0 0.0 0.0
H 0.0 0.0 0.0
H 0.0 0.0 0.0
H 0.0 0.0 0.0
H 0.0 0.0 0.0
H 0.0 0.0 0.0
H 0.0 0.0 0.0
H 0.0 0.0 0.0
C 0.1 -0.1 0.0
N 0.0 0.0 0.1
C -0.1 0.0 -0.1
C 0.1 0.0 -0.1
N 0.0 0.1 0.2
H 0.0 0.0 0.0
H 0.0 0.0 0.0
H 0.0 0.0 0.0
H 0.0 0.0 0.0
H 0.0 0.0 0.0
H 0.0 0.0 0.0
Br 0.0 0.0 0.0
C 0.0 0.0 0.0
C -0.1 0.0 -0.1
N 0.1 0.0 0.1
C -0.1 0.0 -0.1
C 0.1 0.1 -0.1
C 0.0 0.0 0.0
C -0.2 -0.2 0.3
O 0.0 0.1 -0.1
O 0.3 0.1 0.0
H 0.0 0.0 0.0
H 0.0 0.0 0.0
H 0.0 0.0 0.0

Record 4
Density functional theory data (ωB97M-V with the def2-TZVPD basis set) for a structure of composition C12H21B3BrClF2KLiNO16SV.

Summary:
- Strongest force on any atom: 12.42 eV/Å
- Molar mass: 750.13 g mol⁻¹
- Total energy: -190109.37722 eV

Last column: Löwdin charge in e.
Element x y z (Å)
F 1.7546 -2.5470 -2.6324  0.197
B 1.9154 -1.2166 -2.8755  -0.654
O 2.5259 -0.5616 -1.8038  0.283
B 2.1102 0.7722 -1.6459  -0.287
O 1.5698 1.4999 -2.6985  0.253
B 0.7371 0.4996 -3.3146  -0.494
C -0.7777 0.4450 -2.8973  -0.063
C -1.4225 1.5534 -2.1835  0.020
C -2.7971 1.3481 -1.7824  -0.031
C -3.5552 0.1388 -2.0505  -0.015
C -2.8793 -0.9256 -2.7874  -0.066
C -1.5021 -0.8196 -3.2271  -0.078
O 1.4144 -0.5173 -4.0324  0.312
H 2.2630 1.2283 -0.5655  0.139
H -0.8782 2.4912 -1.9509  0.138
H -3.2866 2.1617 -1.2137  0.113
H -4.6101 0.0207 -1.7342  0.120
H -3.3972 -1.8778 -3.0248  0.109
H -0.9908 -1.6336 -3.7887  0.122
C -2.2222 -0.3530 2.4693  0.053
N -3.4278 0.2790 1.8802  -0.448
O -4.4314 -0.4036 1.7946  0.053
O -3.3295 1.4264 1.5157  0.066
H -2.4669 -1.3796 2.7254  0.091
H -1.4529 -0.3121 1.7015  0.093
H -1.9225 0.1988 3.3583  0.105
O 3.3241 -4.7206 -1.7731  -0.527
S 2.3689 -4.8231 -0.6476  0.306
O 0.9747 -4.9650 -1.1869  -0.290
O 2.4400 -3.5998 0.1714  -0.332
O 2.7069 -5.9860 0.1776  -0.312
O 1.1552 -6.0763 -1.7229  -0.368
V 0.8900 -5.5910 -3.3583  1.013
O 0.5901 -5.2286 -4.9941  -0.526
C -1.6989 5.7616 2.5901  -0.130
C -1.9681 4.8888 1.4009  -0.340
O -1.1212 3.7835 1.6150  0.068
C -0.9820 3.6790 2.9723  -0.763
O -0.5745 2.7110 3.5251  0.064
O -1.4040 4.8105 3.6014  -0.081
F -1.5986 5.5010 0.2371  0.038
H -0.8350 6.4153 2.4452  0.103
H -2.5606 6.3706 2.8635  0.132
H -3.0042 4.5469 1.3224  0.160
O -2.3762 4.2820 -4.1710  -0.223
H -1.6931 3.4821 -4.3248  -0.104
H -2.7710 4.5517 -5.0947  -0.027
H -1.9662 5.0422 -3.7005  0.136
K 4.7816 -4.5795 -0.3329  1.052
C 3.7867 -2.5816 5.4487  -0.088
C 4.0860 -3.7113 4.4821  -0.318
O 4.8469 -3.2321 3.3749  -0.096
H 3.2347 -1.7852 4.9468  0.081
H 3.1982 -2.9381 6.2961  0.076
H 4.7127 -2.1399 5.8264  0.075
H 3.1610 -4.1349 4.0911  0.112
H 4.6489 -4.5087 4.9782  0.108
H 5.6678 -2.8668 3.7221  0.080
Cl 1.1970 4.9259 3.5437  -0.245
Li -0.3354 -2.0985 -1.4930  0.799
Br -1.8227 3.2993 -6.0681  0.236

Cartesian forces, eV/Å:
F -0.8 0.7 -0.8
B 1.3 0.7 -0.7
O -1.7 -0.3 -1.3
B 1.2 1.2 0.4
O -1.2 -2.2 0.2
B 0.6 2.0 -0.4
C -1.1 -0.7 -0.2
C -1.1 -2.8 -0.7
C 0.1 -0.5 -0.2
C 2.7 0.1 -1.1
C 0.7 0.4 0.3
C -1.0 2.5 1.9
O -0.2 -1.5 3.1
H 0.0 0.2 -0.1
H -0.4 -0.8 -0.1
H 0.3 -0.6 -0.4
H 0.9 0.2 -0.2
H 0.1 0.9 0.2
H -0.5 0.7 0.2
C 0.1 -0.4 0.2
N -0.1 -0.1 0.2
O -0.1 0.0 -0.1
O -0.1 0.2 -0.2
H -0.1 0.1 -0.1
H 0.1 0.2 0.2
H 0.1 0.3 -0.2
O -4.4 -0.4 -3.2
S 6.2 1.8 5.6
O -4.9 8.2 2.7
O -1.4 -0.6 -1.5
O -0.9 0.8 -1.0
O -0.6 -12.4 -0.7
V -0.7 2.6 -8.9
O 0.4 -0.7 3.5
C -0.2 0.5 0.5
C 0.6 -0.1 0.0
O -0.8 0.1 -0.1
C 1.3 0.3 1.2
O -1.0 -0.8 -0.2
O -1.7 -0.8 -0.7
F -0.2 0.0 -0.4
H 0.2 -0.3 -0.1
H 0.0 -0.2 0.2
H 0.0 0.1 -0.3
O -1.8 4.1 6.8
H -0.7 0.7 -0.8
H 0.9 -0.8 0.7
H -0.4 -0.1 0.1
K 6.2 0.7 3.6
C -0.1 0.0 0.0
C 0.2 0.2 0.3
O 0.1 -0.2 -0.4
H 0.0 -0.1 0.0
H 0.0 0.0 0.0
H 0.0 -0.1 0.1
H 0.1 0.0 -0.2
H -0.1 -0.1 0.1
H -0.1 0.0 0.0
Cl 1.7 0.7 -0.3
Li 0.1 0.1 0.0
Br 2.0 -3.9 -6.8

Q: Which value of strongest force on any atom does entry 2 give?
A: 1.21 eV/Å